Molecular formula: C4H8NO
Method: DFT, ωB97M-V with the def2-TZVPD basis set

Geometry (Å):
C  0.53710  1.50358  0.89731
C  0.28196  -0.31100  -0.67621
C  -0.17699  -0.65345  2.53074
C  -0.46605  -1.07634  -1.72599
N  -0.12059  0.78418  -0.10856
O  0.26870  0.41042  2.39256
H  1.51923  1.71751  0.59473
H  0.02140  2.45616  1.08777
H  1.18780  -0.61079  -0.33902
H  -0.35302  -1.40594  1.79120
H  -0.52351  -0.60016  -2.64558
H  -1.34837  -1.32012  -1.26414
H  0.22024  -2.03165  -1.94930
H  -1.04790  1.13761  -0.58551

maximum force	0.102	hartree/bohr
charge	+1
Kohn-Sham gap (alpha / beta)	7.98 / 7.65	eV
total energy	-7802.884	eV

Want to see where the charge sits? The natural (NBO) charges in e are:
1. C -0.1220
2. C 0.2082
3. C 0.4195
4. C -0.6813
5. N -0.4506
6. O -0.3849
7. H 0.2255
8. H 0.2318
9. H 0.1976
10. H 0.1368
11. H 0.2632
12. H 0.2476
13. H 0.2661
14. H 0.4425

=====

Molecular formula: C4H8NO
Method: DFT, ωB97M-V with the def2-TZVPD basis set

Geometry (Å):
C  -0.58603  0.75531  -0.07326
C  -2.94707  -0.03521  0.67672
C  0.79792  -1.16558  -0.14718
C  1.80084  1.01699  -0.43484
N  0.55937  0.23381  -0.16530
O  -1.68704  0.29401  0.46779
H  -3.46859  -0.25967  -0.22477
H  -3.33955  0.14069  1.67025
H  1.54176  -1.40535  -0.90901
H  -0.05798  -1.78096  -0.16697
H  0.99512  -1.35898  0.85965
H  1.76440  2.05257  -0.11469
H  1.96340  0.97455  -1.49200
H  2.66343  0.53780  0.05363

maximum force	0.062	hartree/bohr
charge	+1
Kohn-Sham gap (alpha / beta)	7.83 / 9.29	eV
total energy	-7803.129	eV

Want to see where the charge sits? The natural (NBO) charges in e are:
1. C 0.5907
2. C 0.1402
3. C -0.4475
4. C -0.4056
5. N -0.3516
6. O -0.3869
7. H 0.2021
8. H 0.2233
9. H 0.2468
10. H 0.2318
11. H 0.2348
12. H 0.2513
13. H 0.2302
14. H 0.2403

=====

Molecular formula: C4H8NO2
Method: DFT, ωB97M-V with the def2-TZVPD basis set

Geometry (Å):
O  -1.50309  1.42857  0.02212
C  -0.52483  0.66331  0.11202
N  0.42213  0.70945  1.04958
C  2.25704  0.92894  0.98820
O  2.78300  0.78699  2.10901
C  -0.45707  -0.56000  -0.79237
C  -1.77282  -1.34995  -0.89529
H  0.21410  1.43671  1.72911
H  2.44631  0.14968  0.20837
H  2.14260  1.90285  0.48149
H  0.34069  -1.19957  -0.41810
H  -0.07413  -0.31981  -1.79498
H  -2.25894  -1.10484  -1.83974
H  -1.55774  -2.41538  -0.85499
H  -2.45728  -1.05695  -0.10442

maximum force	0.027	hartree/bohr
charge	-1
Kohn-Sham gap	8.03	eV
total energy	-9862.974	eV

Want to see where the charge sits? The natural (NBO) charges in e are:
1. O -0.7345
2. C 0.6343
3. N -0.7734
4. C 0.2437
5. O -0.7737
6. C -0.4900
7. C -0.6016
8. H 0.3466
9. H 0.0644
10. H 0.0821
11. H 0.2053
12. H 0.1936
13. H 0.1944
14. H 0.1893
15. H 0.2195

=====

Q: Among the records above, which one has the lowest charge?
A: C4H8NO2

=====

Copy entry 1 word for word.
Molecular formula: C4H8NO
Method: DFT, ωB97M-V with the def2-TZVPD basis set

Geometry (Å):
C  0.53710  1.50358  0.89731
C  0.28196  -0.31100  -0.67621
C  -0.17699  -0.65345  2.53074
C  -0.46605  -1.07634  -1.72599
N  -0.12059  0.78418  -0.10856
O  0.26870  0.41042  2.39256
H  1.51923  1.71751  0.59473
H  0.02140  2.45616  1.08777
H  1.18780  -0.61079  -0.33902
H  -0.35302  -1.40594  1.79120
H  -0.52351  -0.60016  -2.64558
H  -1.34837  -1.32012  -1.26414
H  0.22024  -2.03165  -1.94930
H  -1.04790  1.13761  -0.58551

maximum force	0.102	hartree/bohr
charge	+1
Kohn-Sham gap (alpha / beta)	7.98 / 7.65	eV
total energy	-7802.884	eV

Want to see where the charge sits? The natural (NBO) charges in e are:
1. C -0.1220
2. C 0.2082
3. C 0.4195
4. C -0.6813
5. N -0.4506
6. O -0.3849
7. H 0.2255
8. H 0.2318
9. H 0.1976
10. H 0.1368
11. H 0.2632
12. H 0.2476
13. H 0.2661
14. H 0.4425

=====

Q: Number 2 is which compound?
A: C4H8NO

=====

Q: total energy of number 1 (C4H8NO)?
A: -7802.884 eV